(1)
Density functional theory data (ωB97M-V/def2-TZVPD) for a cluster of 7 separate species, C8H26O6 in total in a non-equilibrium geometry.

Structure (XYZ):
```
40
Properties=species:S:1:pos:R:3:nbo_charge:R:1
C -2.4507 -2.4751 0.0137 -0.6112
C -1.3810 -1.8754 -0.9044 -0.3919
C 0.0415 -1.9246 -0.3430 -0.4596
C 0.7887 -0.6606 -0.7129 0.1176
C 1.3745 -0.5077 -1.8998 -0.5050
C 0.7181 0.4150 0.3524 -0.5288
C 1.3880 1.7046 0.0139 -0.1568
C 0.7691 2.8742 -0.1209 -0.3984
H -3.4736 -2.2992 -0.3136 0.2103
H -2.3847 -3.5721 0.0474 0.1952
H -2.2498 -2.1995 1.0415 0.2229
H -1.4004 -2.4076 -1.8609 0.1971
H -1.7245 -0.8736 -1.1627 0.2062
H 0.0344 -1.9368 0.7521 0.1979
H 0.4836 -2.8686 -0.6610 0.2170
H 1.3046 -1.3369 -2.5982 0.2033
H 1.8279 0.4098 -2.2526 0.2089
H 1.0948 -0.0918 1.2407 0.2551
H -0.3623 0.5661 0.4182 0.2206
H 2.4755 1.6839 0.0204 0.1954
H 1.3911 3.7298 -0.3579 0.2007
H -0.3015 2.9620 -0.1039 0.1779
H -0.5900 -0.7285 2.7808 0.4531
H -1.4476 0.4775 2.8401 0.4930
O -1.4018 -0.4286 3.2092 -0.9613
H -1.7878 3.7556 -1.1274 0.4681
H -1.9376 2.2417 -1.3701 0.5011
O -2.3089 2.9951 -0.8542 -0.9703
H 3.6583 -0.7819 1.6282 0.4910
H 2.8200 -1.8920 2.4704 0.4825
O 2.9801 -0.9687 2.2759 -0.9654
H -2.2606 2.4618 2.4070 0.4936
H -1.5443 2.2638 0.9313 0.5100
O -1.6023 2.0311 1.8639 -0.9956
H 3.0727 -1.6387 -1.0880 0.4902
H 2.8383 -2.9390 -0.2213 0.4666
O 3.4463 -2.4863 -0.8057 -0.9632
H -2.4197 0.6378 -2.9876 0.4916
H -1.0828 1.3435 -3.3874 0.4928
O -1.6442 1.0934 -2.6475 -0.9524
```

ΔE to the lowest compared entry with this formula, charge and spin = 11.9 kcal per mole
SMILES = C=CCC(=C)CCC.O.O.O.O.O.O
HOMO level = -9.55 eV
net charge = 0
total energy = -21001.315 eV
F_max = 1.6 eV/A
HOMO-LUMO gap = 0.35630 Eh

=====

(2)
Density functional theory data (ωB97M-V/def2-TZVPD) for a structure of composition C8H27FeO17P2Pd in a non-equilibrium geometry.

Structure (XYZ):
```
56
Properties=species:S:1:pos:R:3:lowdin_spin:R:1
Fe 0.1917 -1.8999 0.9783 4.1751
Pd 2.5406 0.3301 1.2736 0.7903
O 0.4787 0.0475 0.3614 0.1108
H 0.2528 0.9965 0.4151 0.0073
P 0.0980 -3.4081 -1.1633 0.0086
O -0.9537 -3.0837 -0.0473 0.1375
O 1.2852 -2.6468 -0.6059 0.2464
O -0.2956 -3.2247 -2.6479 0.0096
O 0.5134 -4.8500 -1.3870 0.0476
P 3.1266 -1.9097 2.7404 0.0139
O 2.5410 -2.6875 3.9315 0.0148
O 4.0917 -2.7879 1.9093 0.0280
O 3.5481 -0.4412 2.9214 0.0781
O 2.0468 -1.7067 1.6483 0.2549
C -3.6776 -1.6392 -1.2490 0.0001
C -2.5931 -0.9203 -1.9092 -0.0005
O -2.3664 -1.4506 -3.1076 -0.0002
O -3.4022 -2.9841 -0.9466 0.0020
H -4.5805 -1.6823 -1.8581 0.0001
H -3.9440 -1.0937 -0.3437 0.0000
H -1.6530 -0.8403 -1.3634 -0.0007
H -2.8485 0.1113 -2.1512 0.0000
H -1.7106 -2.1413 -2.9877 -0.0001
H -2.5709 -2.9355 -0.4690 0.0009
C 1.3431 -0.5059 -3.3895 0.0003
C 2.3520 0.5896 -3.8138 0.0000
O 3.7460 0.5482 -3.2402 -0.0001
O 1.3822 -1.7017 -4.0462 0.0001
H 0.3234 -0.1206 -3.3841 0.0000
H 1.5151 -0.6861 -2.3284 0.0001
H 1.9514 1.5064 -3.3813 0.0000
H 2.3503 0.7450 -4.8927 0.0000
H 3.6746 0.1294 -2.3794 -0.0002
H 0.7891 -2.2796 -3.5604 -0.0001
C 0.7283 4.0076 2.4593 0.0004
C 1.2725 2.8695 3.3720 0.0019
O 1.4654 1.6037 2.7740 0.0209
O 1.5790 4.4595 1.4025 0.0013
H 0.1818 4.7744 3.0082 0.0002
H -0.1194 3.6161 1.8970 0.0000
H 0.6153 2.6676 4.2178 0.0007
H 2.2305 3.1401 3.8161 0.0003
H 1.5952 0.9711 3.4844 0.0002
H 1.6789 5.4088 1.5047 0.0000
C -2.2012 -0.4620 2.7881 0.0054
O -1.0426 -1.2269 2.5293 0.0387
H -2.8848 -0.9642 3.4726 0.0009
H -1.7260 0.4228 3.2118 0.0007
H -2.8734 -0.3698 1.9351 0.0003
H -0.4581 -1.1066 3.2813 0.0009
C -1.6849 2.7909 -0.9295 0.0002
O -1.8643 1.6197 -0.2173 0.0014
H -1.3813 2.6334 -1.9644 0.0000
H -2.6617 3.2746 -0.9239 0.0000
H -0.9378 3.3927 -0.4120 0.0001
H -1.0568 1.1009 -0.2336 0.0008
```

multiplicity = 7
HOMO level (spin up / spin down) = 1.77 / 1.90 eV
net charge = -3
expectation value of S² = 12.0161
total energy = -99983.769 eV
F_max = 7.9 eV/A
HOMO-LUMO gap (spin up / spin down) = 0.12980 / 0.12504 Eh

=====

(3)
Density functional theory data (ωB97M-V/def2-TZVPD) for a cluster of 5 separate species, C8H27NO7 in total in a non-equilibrium geometry.

Structure (XYZ):
```
43
Properties=species:S:1:pos:R:3:nbo_charge:R:1
C -19.0706 -41.4463 -8.2030 -0.6190
C -17.9641 -42.4758 -7.7818 -0.0759
C -17.2337 -42.9684 -9.0081 -0.0792
O -16.2673 -43.9825 -8.7176 -0.5681
C -16.5107 -45.2866 -9.3853 -0.2573
N -16.9788 -41.9857 -6.8237 -0.8225
H -18.7197 -40.6533 -8.8634 0.2026
H -19.6683 -41.0000 -7.4082 0.2230
H -19.8239 -41.9431 -8.8143 0.2061
H -18.5216 -43.2755 -7.2940 0.1920
H -16.6436 -42.2375 -9.5609 0.1786
H -17.9455 -43.3771 -9.7254 0.1647
H -17.4357 -45.7670 -9.0667 0.1736
H -15.5947 -45.7561 -9.0268 0.2023
H -16.5081 -45.3140 -10.4750 0.1730
H -16.3096 -41.3679 -7.2602 0.3445
H -16.3922 -42.7852 -6.6320 0.3615
O -17.5470 -35.7023 -7.8746 -0.9376
H -18.1315 -35.5367 -7.1349 0.4689
H -18.1315 -35.9464 -8.5923 0.4689
O -12.4825 -35.9872 -8.7507 -0.9364
H -12.2765 -36.9210 -8.7075 0.4654
H -13.4389 -35.9514 -8.7343 0.4708
C -17.0891 -38.2788 1.4461 -0.0909
C -17.8824 -38.8684 0.2586 -0.0991
O -18.1300 -37.9486 -0.7567 -0.7197
O -17.9292 -37.4098 2.1492 -0.7163
H -16.3707 -37.5612 1.0499 0.1669
H -16.5748 -39.0524 2.0165 0.1887
H -18.8123 -39.2458 0.6841 0.1625
H -17.4761 -39.7749 -0.1901 0.1598
H -17.9431 -38.4895 -1.5275 0.4774
H -18.2857 -36.7988 1.5002 0.4705
C -21.1593 -34.1885 -14.2752 -0.0860
C -22.6904 -34.1897 -14.6126 -0.0996
O -23.0630 -35.1328 -15.5717 -0.7239
O -20.7323 -35.3111 -13.6299 -0.7079
H -20.7814 -33.2610 -13.8449 0.1872
H -20.6033 -34.0953 -15.2081 0.1535
H -23.0368 -33.1891 -14.8714 0.1637
H -23.3080 -34.4592 -13.7559 0.1638
H -23.7093 -34.6594 -16.1005 0.4744
H -21.0531 -36.0878 -14.0940 0.4750
```

ΔE to the lowest compared entry with this formula, charge and spin = 45.5 kcal per mole
SMILES = COC[C@H](C)N.OCCO.OCCO.O.O
HOMO level = -9.36 eV
net charge = 0
total energy = -24553.101 eV
F_max = 2.9 eV/A
HOMO-LUMO gap = 0.36088 Eh

=====

(4)
Density functional theory data (ωB97M-V/def2-TZVPD) for a structure of composition C8H27NbO4P in a non-equilibrium geometry.

Structure (XYZ):
```
41
Properties=species:S:1:pos:R:3:nbo_charge:R:1
C 3.7059 -1.3565 -0.6433 -0.9157
P 3.0109 -0.4040 -2.1155 0.2592
C 4.2741 -0.2194 -3.5090 -0.9189
Nb 1.8828 1.7845 -1.4711 1.5258
C 0.0519 1.1678 -2.7049 -0.9750
C -0.7482 0.0723 -1.7082 0.0845
C -1.4126 -1.2108 -2.5187 -0.2279
O -0.1204 -1.2701 -1.6056 -0.5819
H 3.0216 -1.1392 0.2405 0.2520
H 4.7506 -1.0632 -0.3388 0.2180
H 3.5977 -2.4776 -0.8269 0.2041
H 5.3377 -0.4481 -3.1799 0.2151
H 4.2066 0.8073 -3.9827 0.2508
H 4.0005 -0.9689 -4.3250 0.2047
H 1.1817 1.0027 0.0486 -0.4484
H 3.2916 2.3219 -0.4645 -0.3712
H 2.6602 2.6226 -2.9000 -0.4380
H 1.0125 3.3271 -0.9734 -0.3836
H -0.7113 1.9843 -2.8677 0.2188
H 0.2863 0.5543 -3.6219 0.2164
H -1.3448 0.5029 -0.8001 0.2151
H -1.1508 -1.2462 -3.6158 0.1890
H -1.8168 -2.0846 -1.9285 0.2066
C -1.4342 -2.2650 1.0619 -0.2507
O -2.5234 -1.7272 1.8118 -0.7578
H -0.7575 -2.7780 1.7447 0.1775
H -1.8120 -2.9773 0.3241 0.1559
H -0.8986 -1.4596 0.5597 0.2109
H -3.1048 -1.2811 1.1875 0.4671
C -2.5781 -1.2047 5.7931 -0.2443
O -3.3082 -1.9042 4.7979 -0.7401
H -2.8962 -1.5579 6.7741 0.1704
H -1.5081 -1.3944 5.6712 0.1616
H -2.7759 -0.1320 5.7148 0.1565
H -3.0085 -1.5743 3.9380 0.4907
C -1.8404 3.2986 1.1031 -0.2496
O -2.6819 2.3648 0.4339 -0.7267
H -1.5040 4.0466 0.3871 0.1965
H -2.4003 3.7897 1.9051 0.1433
H -0.9725 2.7800 1.5166 0.1839
H -2.9631 1.7167 1.0879 0.4555
```

HOMO level = -3.87 eV
net charge = -1
total energy = -27752.783 eV
F_max = 4.4 eV/A
HOMO-LUMO gap = 0.23662 Eh

=====

(5)
Density functional theory data (ωB97M-V/def2-TZVPD) for a structure of composition C8H28CaN9O11 in a non-equilibrium geometry.

Structure (XYZ):
```
57
Properties=species:S:1:pos:R:3:nbo_charge:R:1
Ca 1.1021 0.8350 -1.9574 1.8405
N 1.2119 -1.6615 -0.6962 0.7243
O 0.2146 -1.2058 -1.3201 -0.6307
O 2.2307 -0.9452 -0.7020 -0.6319
O 1.1944 -2.6855 -0.0649 -0.3876
C 3.9841 1.8880 0.0091 0.7903
O 3.2992 2.0172 -1.1143 -0.8055
N 4.4515 2.9934 0.6913 -0.8269
N 4.3608 0.7228 0.4911 -0.8087
H 5.1235 3.0052 1.4332 0.4069
H 4.2626 3.8351 0.2179 0.4089
H 4.6245 0.6340 1.4909 0.4052
H 3.7564 -0.0011 0.0909 0.4395
C -0.9545 2.1629 0.5613 0.7991
O -0.4124 2.1302 -0.5898 -0.8477
N -2.2874 2.0041 0.8050 -0.8170
N -0.1614 2.2828 1.5719 -0.8061
H -2.6325 2.0605 1.7283 0.4213
H -2.8811 1.6956 0.0779 0.4036
H -0.6062 2.2095 2.4612 0.4310
H 0.6942 2.7338 1.3909 0.4052
C -2.6640 0.9627 3.9656 0.8036
O -2.0943 1.9687 3.6124 -0.7279
N -4.0092 0.7956 3.9376 -0.8357
N -1.9388 -0.1535 4.4202 -0.8545
H -4.2886 -0.0881 4.3643 0.4294
H -4.5943 1.5091 3.6887 0.3984
H -0.9787 -0.1809 4.0694 0.3915
H -2.3489 -1.1082 4.4120 0.4082
C 0.4569 2.3065 -4.9788 0.8117
O 0.5377 2.1004 -3.7459 -0.8022
N 0.9292 1.4829 -5.9900 -0.8147
N -0.2025 3.3540 -5.4121 -0.7919
H 1.5857 0.7841 -5.7200 0.4083
H 0.9814 1.8297 -6.8880 0.3932
H -0.6447 3.7834 -4.6370 0.4151
H -0.5669 3.4877 -6.3302 0.4096
C -4.1154 -3.0703 5.0518 -0.0938
C -4.3446 -3.5227 3.5858 -0.0948
O -3.5245 -2.6265 2.7671 -0.7308
O -4.5186 -1.7230 5.0903 -0.7502
H -3.1042 -3.1024 5.4564 0.1790
H -4.6057 -3.7050 5.7580 0.1872
H -5.4301 -3.3242 3.4820 0.1723
H -4.1590 -4.5988 3.4724 0.1862
H -3.3998 -3.0612 1.9341 0.4803
H -5.3053 -1.6790 5.6515 0.4914
C 2.2799 -1.7861 -4.0088 -0.0881
C 3.4143 -2.5639 -3.4771 -0.1120
O 4.5053 -2.3848 -4.3772 -0.7413
O 2.5018 -0.3656 -3.5328 -0.8259
H 1.3012 -2.0658 -3.5821 0.2090
H 2.1484 -1.7390 -5.0860 0.2002
H 3.1091 -3.5779 -3.3684 0.1888
H 3.7318 -2.2297 -2.4377 0.2029
H 5.3653 -2.2737 -3.9820 0.4873
H 3.4149 -0.1455 -3.7419 0.4966
```

ΔE to the lowest compared entry with this formula, charge and spin = 1.6 kcal per mole
HOMO level = -12.05 eV
net charge = +1
total energy = -63121.419 eV
F_max = 4.0 eV/A
HOMO-LUMO gap = 0.37731 Eh

=====

What did the second record say?
Density functional theory data (ωB97M-V/def2-TZVPD) for a structure of composition C8H27FeO17P2Pd in a non-equilibrium geometry.

Structure (XYZ):
```
56
Properties=species:S:1:pos:R:3:lowdin_spin:R:1
Fe 0.1917 -1.8999 0.9783 4.1751
Pd 2.5406 0.3301 1.2736 0.7903
O 0.4787 0.0475 0.3614 0.1108
H 0.2528 0.9965 0.4151 0.0073
P 0.0980 -3.4081 -1.1633 0.0086
O -0.9537 -3.0837 -0.0473 0.1375
O 1.2852 -2.6468 -0.6059 0.2464
O -0.2956 -3.2247 -2.6479 0.0096
O 0.5134 -4.8500 -1.3870 0.0476
P 3.1266 -1.9097 2.7404 0.0139
O 2.5410 -2.6875 3.9315 0.0148
O 4.0917 -2.7879 1.9093 0.0280
O 3.5481 -0.4412 2.9214 0.0781
O 2.0468 -1.7067 1.6483 0.2549
C -3.6776 -1.6392 -1.2490 0.0001
C -2.5931 -0.9203 -1.9092 -0.0005
O -2.3664 -1.4506 -3.1076 -0.0002
O -3.4022 -2.9841 -0.9466 0.0020
H -4.5805 -1.6823 -1.8581 0.0001
H -3.9440 -1.0937 -0.3437 0.0000
H -1.6530 -0.8403 -1.3634 -0.0007
H -2.8485 0.1113 -2.1512 0.0000
H -1.7106 -2.1413 -2.9877 -0.0001
H -2.5709 -2.9355 -0.4690 0.0009
C 1.3431 -0.5059 -3.3895 0.0003
C 2.3520 0.5896 -3.8138 0.0000
O 3.7460 0.5482 -3.2402 -0.0001
O 1.3822 -1.7017 -4.0462 0.0001
H 0.3234 -0.1206 -3.3841 0.0000
H 1.5151 -0.6861 -2.3284 0.0001
H 1.9514 1.5064 -3.3813 0.0000
H 2.3503 0.7450 -4.8927 0.0000
H 3.6746 0.1294 -2.3794 -0.0002
H 0.7891 -2.2796 -3.5604 -0.0001
C 0.7283 4.0076 2.4593 0.0004
C 1.2725 2.8695 3.3720 0.0019
O 1.4654 1.6037 2.7740 0.0209
O 1.5790 4.4595 1.4025 0.0013
H 0.1818 4.7744 3.0082 0.0002
H -0.1194 3.6161 1.8970 0.0000
H 0.6153 2.6676 4.2178 0.0007
H 2.2305 3.1401 3.8161 0.0003
H 1.5952 0.9711 3.4844 0.0002
H 1.6789 5.4088 1.5047 0.0000
C -2.2012 -0.4620 2.7881 0.0054
O -1.0426 -1.2269 2.5293 0.0387
H -2.8848 -0.9642 3.4726 0.0009
H -1.7260 0.4228 3.2118 0.0007
H -2.8734 -0.3698 1.9351 0.0003
H -0.4581 -1.1066 3.2813 0.0009
C -1.6849 2.7909 -0.9295 0.0002
O -1.8643 1.6197 -0.2173 0.0014
H -1.3813 2.6334 -1.9644 0.0000
H -2.6617 3.2746 -0.9239 0.0000
H -0.9378 3.3927 -0.4120 0.0001
H -1.0568 1.1009 -0.2336 0.0008
```

multiplicity = 7
HOMO level (spin up / spin down) = 1.77 / 1.90 eV
net charge = -3
expectation value of S² = 12.0161
total energy = -99983.769 eV
F_max = 7.9 eV/A
HOMO-LUMO gap (spin up / spin down) = 0.12980 / 0.12504 Eh